This record from the OMol25 dataset describes a structure of composition C21H48DyINO2P3 in a non-equilibrium geometry. The level of theory is ωB97M-V/def2-TZVPD.

```
77
C21H48DyINO2P3 (ωB97M-V/def2-TZVPD)
C -0.0615 4.9349 -6.2863
C 0.3573 3.5872 -6.0218
H 0.1306 5.2085 -7.3457
H 0.5004 5.5757 -5.5746
H -1.1397 4.9817 -6.0254
O 0.7058 2.4819 -5.8178
I -0.7307 3.7038 -2.0941
Dy -0.0487 1.0921 -1.0490
P -2.2809 0.1682 -2.5663
C -2.6726 -1.5859 -2.8783
C -3.8052 0.6372 -1.6090
H -4.6551 0.2490 -2.1743
H -3.8435 0.5976 -4.3664
H -3.8450 1.7228 -1.5422
H -2.6824 1.9572 -4.1720
H -2.6181 -2.1694 -1.9491
H -3.7894 0.1970 -0.6143
C -2.7862 0.8559 -4.1774
H -3.6843 -1.6579 -3.2900
H -2.1518 0.4309 -4.9814
H -1.9549 -1.9673 -3.6166
P 2.6161 2.0289 -1.3242
C 4.0605 0.9311 -1.1129
C 3.2844 3.1461 -2.5904
H 2.3055 4.0696 -0.0262
H 3.9304 3.3330 0.2170
H 2.5134 2.6691 1.0631
C 2.8559 3.1420 0.1412
H 2.5424 3.9299 -2.8314
H 4.2021 3.6384 -2.2145
H 4.9412 1.5362 -0.8596
H 4.2211 0.4050 -2.0630
H 3.5244 2.5752 -3.5073
H 3.8761 0.2008 -0.3139
C 0.8578 0.0984 -3.0680
O 1.2830 -0.6291 -3.8625
C -2.2559 0.5557 2.7690
C -1.0222 -0.2070 3.2996
C -0.0843 0.8049 3.9751
C -1.4404 -1.1983 4.3863
P -0.1301 -1.0791 1.9385
N -0.0402 -0.0908 0.6911
C 1.6323 -1.5101 2.4152
C 1.6873 -2.1462 3.8084
C 2.2120 -2.5369 1.4356
C 2.5131 -0.2459 2.3680
C -1.0529 -2.6269 1.3801
C -2.5569 -2.3151 1.3288
C -0.5496 -3.0865 -0.0023
C -0.8619 -3.7799 2.3721
H -2.5793 1.2036 3.5971
H -3.0873 -0.1185 2.4940
H -1.9755 1.1608 1.8911
H -0.7365 1.3596 4.6610
H 0.6977 0.3196 4.5761
H 0.3366 1.5194 3.2510
H -2.2299 -1.8940 4.0782
H -0.5921 -1.7372 4.8072
H -1.8473 -0.5757 5.1854
H 1.0645 -3.0438 3.8864
H 2.7291 -2.4454 3.9670
H 1.4291 -1.4359 4.6041
H 2.1381 -2.2240 0.3851
H 3.2799 -2.6233 1.6688
H 1.7633 -3.5308 1.5396
H 2.3572 0.2954 1.4206
H 2.3041 0.4353 3.2060
H 3.5562 -0.5816 2.4255
H -2.7703 -1.4364 0.6987
H -3.0629 -3.1922 0.9006
H -2.9594 -2.1619 2.3411
H 0.3705 -3.6933 0.0644
H -1.3460 -3.6726 -0.4742
H -0.3254 -2.2469 -0.6672
H 0.1531 -4.1964 2.3735
H -1.1420 -3.5057 3.3875
H -1.5347 -4.5921 2.0707
```

Results
- LUMO level (alpha / beta) (eV) = -7.76 / -7.76
- DFT total energy (hartree) = -3240.50496
- <S²> = 9.36
- HOMO-LUMO gap (alpha / beta) (hartree) = 0.192 / 0.194
- spin multiplicity = 6
- molecular weight (g mol⁻¹) = 728.95
- charge = +2

Mulliken population analysis, charges in e, atoms 1 to 2: -0.650 0.695